1.
A molecular structure, C28H17BrClN6O9W in a non-equilibrium geometry, computed with ωB97M-V with the def2-TZVPD basis set.

Output
relative energy (zero: lowest compared OMol25 entry of this formula, charge and spin) = 8.4 kcal/mol
E_HOMO (spin up / spin down) = -17.348 / -17.343 eV
electronic energy = -141038.7959 eV
HOMO-LUMO gap (spin up / spin down) = 4.659 / 4.707 eV
total charge = +3

```
63
Properties=species:S:1:pos:R:3:forces:R:3:nbo_charge:R:1
C -2.204164 2.548557 0.003320 0.00 -0.08 0.00 0.1020
N 2.103042 0.416655 -0.162657 -0.87 -0.45 -0.07 0.2277
C 0.979942 -2.844656 -4.257525 0.03 -0.04 -0.03 -0.0629
H 1.561440 4.380940 2.361001 0.00 0.00 0.03 0.2774
H 1.264469 -4.207119 2.783925 -0.01 0.06 0.03 0.2637
C -0.546656 0.827759 -3.055735 -0.10 0.07 -0.05 0.1498
H 1.022173 -3.123782 -5.303858 -0.01 -0.01 0.03 0.2630
C 1.584013 5.123491 -0.977866 -0.06 -0.17 -0.09 -0.1117
C 0.847522 -2.118547 -1.561975 0.16 -0.29 -0.02 0.0460
N 2.275043 7.183136 -2.115672 0.04 0.19 -0.24 0.5270
C 0.741463 -2.936114 4.420826 0.00 -0.02 -0.13 -0.0039
H 1.360249 4.716784 -1.954166 0.02 0.03 0.00 0.2734
C 0.437001 -1.587468 -3.903719 0.00 -0.12 -0.28 -0.1198
Br -2.569531 -1.465842 -0.103961 -0.11 0.00 -0.04 0.1567
H -0.383087 0.294324 4.225893 0.00 -0.01 -0.02 0.2737
O -0.099013 -0.076962 1.670987 -0.14 -0.17 0.80 -0.5454
H 1.793064 -4.031744 -1.212634 0.01 0.03 -0.04 0.2404
Cl 1.070546 -4.102515 5.589295 0.01 -0.06 0.14 0.2102
O 0.612270 2.456119 -1.001240 0.02 -1.10 0.01 -0.6765
C -0.580287 0.531248 -4.414810 -0.02 0.01 -0.11 -0.2510
C 0.917426 -3.224851 3.084485 0.05 -0.21 0.23 -0.2013
O 2.863190 7.955892 2.823424 0.13 -0.24 -0.08 -0.3009
N 0.651446 -1.671421 -0.239006 -0.06 1.24 -0.03 -0.4260
O 2.703159 8.304096 -1.993334 -0.07 -0.22 0.06 -0.2991
O 0.654017 2.309178 1.137134 -0.13 -0.59 -0.32 -0.6300
C 1.696203 4.935001 1.443519 -0.02 -0.11 0.04 -0.1065
C -0.022190 -0.680751 3.926582 -0.04 0.02 0.19 -0.2356
C -2.944675 0.380192 -0.022674 0.31 -0.18 -0.04 0.1739
C 0.177596 -0.962182 2.568885 -0.14 -0.19 -0.08 0.4125
H 1.886178 -4.649802 -3.560614 0.00 0.02 -0.01 0.2710
O 2.310338 6.096172 3.781777 0.18 0.00 -0.28 -0.3515
H 0.151945 -1.455603 5.896839 0.02 -0.07 -0.01 0.2787
C 0.397037 -1.230179 -2.553327 0.09 -0.12 0.00 0.2461
H -5.046850 0.029996 0.084769 0.00 0.01 -0.01 0.2855
C -4.248960 0.758711 0.060905 -0.18 0.03 0.01 -0.3059
C 2.073614 6.399674 -0.868787 0.04 0.13 -0.11 0.0227
C 0.817014 -2.513819 0.763129 -0.05 -0.08 0.28 0.1683
C -4.545012 2.127500 0.116395 -0.13 -0.01 0.01 0.4413
N -1.891213 1.230656 -0.057794 0.36 -0.12 -0.02 -0.6267
C 0.650152 -2.239375 2.132125 0.06 0.05 -0.19 -0.0518
C 0.884834 3.038747 0.119604 0.00 0.06 0.07 0.7831
N -0.063626 -0.019542 -2.152351 -0.20 0.26 0.60 -0.5308
O 3.222750 0.458261 -0.191733 1.53 0.09 -0.04 -0.0324
W 0.257535 0.502500 -0.075871 -0.37 1.58 -0.85 1.7844
H -5.972213 3.411662 0.233775 0.01 0.04 0.00 0.5202
H 2.771312 7.986235 0.405019 0.00 0.01 0.02 0.3121
C -3.477580 3.031208 0.086738 -0.09 0.19 0.00 -0.3059
O 1.986755 6.626421 -3.156970 0.03 0.02 0.25 -0.3557
C 2.183740 6.216591 1.487447 0.18 0.04 0.08 0.0245
H -0.055035 -0.915298 -5.901936 -0.02 0.00 0.04 0.2652
H -1.387408 3.245114 -0.021837 0.01 0.07 -0.01 0.2192
C 1.459969 -3.693911 -3.288635 -0.02 0.04 -0.10 -0.1877
H 1.076346 -3.539909 0.530201 0.02 0.00 -0.08 0.2328
C 2.384459 6.976778 0.349195 0.04 0.10 -0.03 -0.0815
C 0.273236 -1.650750 4.837971 -0.01 0.02 0.01 -0.0854
N 2.505517 6.803820 2.813208 -0.45 0.30 0.34 0.5261
C -0.072836 -0.667843 -4.846283 0.03 -0.02 -0.06 -0.0101
H -0.985483 1.256606 -5.106213 0.02 0.00 0.02 0.2757
H -3.643522 4.100446 0.130579 0.02 -0.04 0.00 0.2637
H -0.893420 1.781536 -2.689652 -0.04 0.06 0.01 0.2415
C 1.395439 4.388510 0.193909 -0.10 -0.03 0.02 -0.1705
C 1.399384 -3.333861 -1.940422 -0.01 0.03 0.14 -0.1147
O -5.813572 2.457764 0.190916 0.04 -0.06 0.01 -0.5782
```
Positions in Å, forces in eV/Å.

2.
A molecular structure, C19H46GeN7O2PtSbSe4Si3 in a non-equilibrium geometry, computed with ωB97M-V with the def2-TZVPD basis set.

Output
2S+1 = 4
relative energy (zero: lowest compared OMol25 entry of this formula, charge and spin) = 0.0 kcal/mol
E_HOMO (spin up / spin down) = -4.390 / -4.778 eV
⟨S²⟩ = 3.78
electronic energy = -386300.7498 eV
HOMO-LUMO gap (spin up / spin down) = 6.204 / 4.679 eV
total charge = -1

```
84
Properties=species:S:1:pos:R:3:forces:R:3:lowdin_charge:R:1
C -1.654801 -4.734755 0.552117 -0.10 -0.06 0.17 -0.0670
H 1.889568 0.444847 0.551907 -0.24 -0.10 0.09 0.0824
H 1.222520 3.051361 3.261777 -0.05 0.01 -0.01 0.0300
H -4.036726 2.892161 -3.476248 -0.03 -0.04 0.00 0.0023
C 1.099217 2.348082 2.432997 -0.09 -0.15 -0.13 -0.1997
H 1.406130 -2.027657 -0.900352 -0.07 -0.02 0.01 0.0639
C 2.706163 2.005388 -1.219406 -0.14 0.04 0.13 -0.2148
C -0.511750 -3.411370 -1.480952 -0.37 -0.04 -0.01 -0.1396
Si -2.710532 3.409582 -1.428735 0.00 0.18 0.00 0.3560
H 1.846855 4.261536 -3.215955 -0.01 -0.03 0.02 0.0274
C 0.999953 4.092103 -2.543124 0.02 -0.11 0.01 -0.2411
Si -0.657943 2.535646 1.742195 0.11 0.41 0.10 0.3540
C -4.317831 3.359129 -0.442812 0.09 -0.14 0.00 -0.2306
C 1.013976 1.268520 -3.582407 -0.24 -0.07 0.13 -0.2545
H -2.021958 4.639364 1.647259 0.04 0.00 0.00 0.0123
C 3.482458 -2.677345 0.791424 -0.08 0.09 0.22 -0.1601
C -2.994996 3.155367 -3.286461 0.07 -0.14 0.07 -0.2315
C 1.817381 -0.643310 0.561468 -0.05 -0.34 0.23 -0.2971
H -4.435497 2.423624 0.100916 -0.03 -0.08 -0.02 -0.0369
C -0.105432 -4.681772 -1.215927 0.25 0.15 -0.30 -0.3490
H -4.350203 4.177970 0.282001 0.05 0.01 -0.06 0.0205
N 0.965594 -3.730035 3.809573 -0.07 -0.04 0.24 0.1388
N -1.386886 -2.725804 -0.675011 0.37 -0.56 0.26 -0.1475
Pt -1.234180 -0.563658 -0.593856 0.27 0.30 -0.05 0.3986
Se -3.545724 -0.326342 0.624836 -0.19 -0.12 -0.82 0.1109
H 3.194480 -5.577267 2.517864 0.10 0.09 0.01 0.0003
Si 0.973205 2.281473 -1.981735 0.21 0.41 -0.15 0.3440
H 3.894037 -0.648439 0.133375 0.07 -0.01 0.05 0.1072
H -5.175955 3.440796 -1.112873 0.01 0.04 -0.01 0.0115
H 3.492439 -0.801966 1.838016 0.06 0.14 -0.06 0.1118
H 2.699081 1.904196 -0.133726 0.12 0.16 -0.14 -0.0110
C -1.851307 1.778175 2.979325 -0.03 -0.15 -0.19 -0.2324
H -2.755727 4.070968 -3.834924 -0.01 -0.01 0.04 0.0215
H 0.144759 1.486067 -4.208100 0.03 -0.03 0.00 0.0095
H 1.275519 1.345776 2.828305 0.04 0.00 -0.04 0.0163
Se -2.056084 -0.367843 -2.818686 -0.02 0.00 0.08 0.2620
H -2.636045 5.816505 -2.011320 -0.01 -0.04 -0.01 0.0298
N 0.874524 -5.345933 -1.942904 0.01 -0.05 0.20 0.1180
H -1.725065 2.244851 3.961296 0.07 0.06 -0.06 0.0321
H 1.914247 1.503511 -4.157212 0.02 0.06 0.06 0.0310
C 2.129856 -4.153997 3.232796 0.06 -0.44 -0.10 -0.5975
H 4.518735 -4.150858 2.007774 0.04 0.00 0.02 0.0987
Ge -0.981029 1.894169 -0.589498 0.09 0.01 0.38 0.4625
H 2.556910 -3.235201 0.609318 0.00 -0.03 0.00 0.1048
C 0.804231 -0.933690 1.704602 0.14 0.25 -0.47 -0.5816
C 4.076798 -3.161113 2.122801 -0.13 -0.20 -0.12 -0.2119
H -1.669633 0.707444 3.079671 0.00 -0.02 -0.01 0.0106
H 3.335640 2.866543 -1.458048 -0.02 -0.01 -0.06 0.0303
Se -4.715217 -3.336618 -2.045236 0.35 0.38 -0.06 -0.1551
C 3.231468 -1.157712 0.839168 -0.08 0.10 -0.03 -0.1406
H -2.786933 -2.972649 0.848969 0.05 0.12 0.02 0.0443
H -2.336465 5.620910 -0.284194 0.01 -0.02 -0.04 0.0042
Se -6.107809 0.499607 -2.495378 0.37 -0.06 -0.03 -0.1684
N -0.628151 -5.369656 -0.150898 0.08 0.03 0.57 0.0879
C -0.965593 4.407276 1.800306 0.04 -0.07 -0.01 -0.2390
N 3.111209 -3.181934 3.202187 0.30 0.19 0.13 0.0325
C -1.994977 -3.453258 0.292608 -0.04 -0.05 -0.08 -0.2116
H -2.383747 2.350232 -3.700851 -0.01 0.04 -0.02 -0.0333
H 1.723695 -0.534150 -1.490027 0.03 -0.02 0.05 0.0464
H -0.674420 4.795223 2.782091 -0.02 -0.04 -0.01 0.0266
H 1.034011 -4.968974 -2.862693 0.03 0.02 -0.03 0.0912
H 3.197334 1.120335 -1.634976 -0.02 0.01 0.02 0.0237
H 4.877560 -2.480786 2.418555 0.11 -0.07 -0.02 0.1142
C -2.110874 5.209171 -1.267635 0.16 -0.10 0.02 -0.2313
H 2.732045 -2.256338 3.375053 -0.04 -0.13 -0.02 0.0910
H 1.112747 4.764545 -1.688122 -0.01 -0.01 -0.04 0.0226
H -0.187908 -2.907749 -2.383524 0.11 0.00 0.05 0.0970
H -2.158937 -5.331497 1.297430 0.07 0.07 0.05 0.1162
H 0.762682 -6.348046 -1.951967 -0.05 -0.02 -0.09 0.0913
H 1.006948 0.192392 -3.387434 -0.03 0.02 -0.06 -0.0085
H -2.889019 1.913601 2.665620 0.02 0.02 0.00 0.0050
N 2.256857 -5.377874 2.839796 -0.38 0.00 -0.13 0.0746
H -1.038769 5.321346 -1.440420 -0.13 0.07 0.00 -0.0101
H 0.194680 -4.369748 3.759537 0.05 -0.17 -0.03 0.0835
H 1.867453 2.578738 1.691022 -0.01 0.02 0.05 0.0074
O 1.239620 -1.202743 2.833804 -0.24 0.55 -0.28 -0.0258
H -0.387003 4.943006 1.043128 -0.03 0.00 0.03 0.0176
H 0.019218 -5.888719 0.442862 -0.02 -0.10 -0.36 0.1471
N 1.263082 -1.035654 -0.738589 0.23 0.10 0.04 0.0390
O -0.423006 -0.770657 1.420364 0.05 -0.17 0.17 -0.2081
H 4.174068 -2.935291 -0.013286 -0.04 0.04 -0.08 0.1054
H 0.084786 4.365933 -3.073162 0.05 -0.01 0.01 0.0149
H 0.739671 -2.748425 3.706018 -0.05 -0.02 -0.06 0.0565
Sb -4.359303 -0.960596 -1.713473 -1.20 -0.08 0.56 -0.2034
```
Positions in Å, forces in eV/Å.

3.
A gas-phase ion, C2H8N3O (charge +1) in a non-equilibrium geometry, computed with ωB97M-V with the def2-TZVPD basis set.

Output
SMILES = C[C@@]1(N[NH3+])NO1
relative energy (zero: lowest compared OMol25 entry of this formula, charge and spin) = 148.1 kcal/mol
E_HOMO = -14.591 eV
electronic energy = -8710.0546 eV
HOMO-LUMO gap = 10.555 eV
total charge = +1

```
14
Properties=species:S:1:pos:R:3:forces:R:3:nbo_charge:R:1
H -0.636901 2.399706 0.641995 -1.54 0.22 -0.24 0.4324
H 0.877609 2.424777 0.663015 1.61 -0.13 -0.04 0.4445
N 0.129674 1.762442 0.614058 -0.10 -0.99 -0.06 -0.5223
H 0.988023 0.798898 -1.061606 -1.50 0.93 1.24 0.4134
C -0.222099 -0.476682 -0.057304 -0.79 -2.97 -3.07 0.4397
H -2.210256 -0.041747 -0.144917 -0.50 1.27 0.15 0.3396
H 0.188222 -2.474326 -1.148561 -1.03 -0.27 -0.30 0.2669
H 1.302429 -1.155253 -1.234902 2.40 0.50 -1.77 0.1922
N 0.061731 0.880670 -0.529784 2.18 -0.41 -1.03 -0.4458
N -1.603658 -0.819540 -0.016533 -0.21 -1.55 -0.47 -0.2722
O -0.774699 -0.597964 1.159860 0.19 0.70 2.27 -0.3840
H 1.199862 -2.123343 0.343882 -0.90 0.99 -2.46 0.2517
H 0.039243 1.099251 1.405176 0.09 0.59 0.56 0.4569
C 0.660822 -1.676889 -0.634380 0.08 1.11 5.23 -0.6130
```
Positions in Å, forces in eV/Å.

4.
2 unconnected molecules or ions with the total composition H4S2, computed with ωB97M-V with the def2-TZVPD basis set.

Output
SMILES = S.S
relative energy (zero: lowest compared OMol25 entry of this formula, charge and spin) = 1.2 kcal/mol
E_HOMO = -9.778 eV
electronic energy = -21735.0269 eV
HOMO-LUMO gap = 10.676 eV
total charge = 0

```
6
Properties=species:S:1:pos:R:3:forces:R:3:nbo_charge:R:1
S 0.726790 -3.852598 0.957400 -0.04 -0.02 0.27 -0.2879
H 4.080218 -1.766189 -6.594388 -0.16 0.10 -0.05 0.1436
H 0.697990 -4.877529 1.829409 0.00 0.15 -0.13 0.1441
S 2.962669 -1.109590 -6.957267 0.09 -0.10 0.23 -0.2878
H 0.450040 -2.955959 1.922369 0.04 -0.13 -0.14 0.1439
H 2.463839 -1.162390 -5.708228 0.07 0.01 -0.18 0.1441
```
Positions in Å, forces in eV/Å.

Q: Number 1 is which compound?
A: C28H17BrClN6O9W